No. 1
DFT (ωB97M-V/def2-TZVPD) results for a 2-piece molecular cluster, C5H11O3 overall.

Last column: natural (NBO) charge in e.
Cartesian coordinates (Å):
C -1.151 -0.579 0.799  -0.52
C -1.926 -1.172 1.987  -0.62
C -2.012 -0.339 -0.465  0.76
O -2.909 -1.187 -0.669  -0.79
O -1.711 0.652 -1.171  -0.80
H -0.604 0.329 1.012  0.19
H -0.342 -1.269 0.521  0.19
H -2.990 -1.112 1.757  0.23
H -1.696 -0.637 2.899  0.18
H -1.738 -2.242 2.081  0.19
C 1.868 0.312 -0.794  -0.07
C 1.450 1.698 -1.180  -0.64
O 3.299 0.297 -0.854  -0.75
H 1.487 0.132 0.209  0.17
H 1.395 -0.352 -1.521  0.17
H 1.733 2.439 -0.439  0.19
H 3.647 -0.576 -0.637  0.46
H 0.371 1.684 -1.357  0.28
H 1.832 1.922 -2.176  0.19

Output
LUMO energy in hartree: 0.120
E_HOMO in eV: -4.09
ΔE to the lowest compared entry with this formula, charge and spin in kcal/mol: 23.05
Orbital gap in eV: 7.4
2S+1: 1
Charge: -1

No. 2
DFT (ωB97M-V/def2-TZVPD) results for a 11-piece molecular cluster, C38H86BN2O28 overall.

Last column: Mulliken charge in e.
Cartesian coordinates (Å):
O -17.389 -22.238 13.901  -0.56
C -16.544 -23.057 13.821  0.56
O -15.146 -22.806 13.725  -0.43
B -14.509 -24.098 13.666  0.99
O -15.545 -25.131 13.703  -0.47
C -16.730 -24.585 13.746  0.61
O -17.836 -25.158 13.806  -0.65
O -13.461 -24.336 14.725  -0.46
C -12.267 -24.443 14.146  0.60
O -11.170 -24.698 14.679  -0.64
C -12.451 -24.359 12.651  0.57
O -13.794 -24.250 12.399  -0.48
O -11.510 -24.432 11.808  -0.64
C -11.124 -19.601 18.684  -0.64
N -11.017 -18.330 17.862  0.84
O -11.408 -17.298 18.399  -0.52
O -10.595 -18.445 16.730  -0.50
H -11.519 -19.315 19.659  0.30
H -10.135 -20.056 18.739  0.26
H -11.782 -20.284 18.147  0.28
C -23.550 -16.679 15.087  -0.59
N -24.497 -17.159 16.133  0.75
O -24.004 -17.127 17.277  -0.48
O -25.684 -17.084 15.867  -0.49
H -22.658 -17.305 15.128  0.27
H -23.305 -15.617 15.110  0.25
H -24.101 -16.977 14.195  0.29
C -18.383 -25.067 7.888  -0.76
O -18.585 -23.814 7.266  -0.41
C -19.453 -22.953 7.952  -0.44
C -20.971 -23.488 8.115  -0.47
O -21.851 -22.418 7.912  -0.38
C -21.990 -21.645 9.102  -0.70
H -18.815 -25.166 8.884  0.31
H -17.311 -25.082 8.086  0.30
H -18.768 -25.897 7.296  0.27
H -19.415 -22.005 7.414  0.36
H -19.229 -22.602 8.959  0.34
H -21.223 -24.164 8.931  0.42
H -21.169 -24.164 7.283  0.33
H -22.305 -22.315 9.902  0.32
H -22.733 -20.854 9.002  0.26
H -21.067 -21.111 9.326  0.27
C -9.747 -33.436 21.011  -0.60
O -9.363 -34.627 20.330  -0.40
C -9.811 -34.681 18.940  -0.50
C -9.019 -33.683 18.074  -0.51
O -9.615 -32.347 18.264  -0.26
C -8.788 -31.295 17.748  -0.75
H -9.230 -33.311 21.962  0.29
H -10.823 -33.568 21.130  0.26
H -9.625 -32.443 20.578  0.21
H -10.860 -34.392 19.009  0.30
H -9.826 -35.719 18.608  0.34
H -9.101 -33.994 17.033  0.42
H -7.964 -33.771 18.332  0.34
H -9.104 -30.345 18.180  0.24
H -9.034 -31.251 16.687  0.30
H -7.708 -31.417 17.822  0.30
C -11.122 -23.202 3.894  -0.77
O -12.074 -22.708 2.914  -0.29
C -12.982 -21.841 3.606  -0.46
C -14.236 -21.533 2.676  -0.46
O -13.680 -21.493 1.322  -0.28
C -14.249 -20.451 0.623  -0.89
H -10.365 -23.825 3.416  0.26
H -11.640 -23.933 4.515  0.33
H -10.656 -22.446 4.526  0.29
H -12.373 -20.978 3.876  0.30
H -13.368 -22.382 4.470  0.33
H -14.612 -20.560 2.991  0.30
H -15.087 -22.213 2.721  0.35
H -15.286 -20.530 0.298  0.32
H -13.583 -20.203 -0.204  0.30
H -14.226 -19.482 1.121  0.36
C -15.572 -18.231 22.992  -0.66
O -15.478 -19.495 23.635  -0.38
C -16.611 -20.320 23.443  -0.50
C -16.629 -21.120 22.143  -0.48
O -16.669 -20.354 20.935  -0.36
C -18.032 -19.774 20.829  -0.71
H -14.670 -17.621 23.057  0.30
H -16.367 -17.629 23.431  0.29
H -15.708 -18.223 21.910  0.25
H -17.485 -19.674 23.532  0.33
H -16.788 -20.908 24.344  0.41
H -17.399 -21.890 22.193  0.37
H -15.710 -21.681 21.969  0.29
H -18.061 -18.921 21.507  0.26
H -18.819 -20.526 20.872  0.30
H -18.320 -19.312 19.884  0.28
C -0.171 -24.068 15.539  -0.79
O -1.298 -23.507 14.974  -0.26
C -2.290 -22.936 15.944  -0.48
C -3.126 -21.878 15.328  -0.54
O -3.601 -22.327 14.054  -0.20
C -4.659 -21.478 13.620  -0.80
H -0.369 -25.130 15.680  0.30
H -0.215 -23.827 16.602  0.35
H 0.806 -23.859 15.103  0.25
H -1.855 -22.513 16.849  0.38
H -2.988 -23.723 16.231  0.26
H -2.610 -20.922 15.242  0.33
H -4.026 -21.688 15.912  0.35
H -4.326 -20.453 13.458  0.32
H -5.542 -21.472 14.259  0.32
H -4.772 -21.902 12.622  0.23
C 1.731 -25.009 10.184  -0.82
O 0.407 -25.539 10.516  -0.30
C 0.355 -27.016 10.714  -0.51
C -1.085 -27.341 10.488  -0.50
O -1.805 -26.518 11.392  -0.19
C -3.139 -26.962 11.589  -0.76
H 1.992 -24.066 10.664  0.27
H 1.746 -24.700 9.139  0.28
H 2.621 -25.613 10.360  0.34
H 0.536 -27.204 11.772  0.23
H 1.154 -27.486 10.139  0.45
H -1.178 -28.374 10.822  0.37
H -1.384 -27.260 9.443  0.31
H -3.406 -26.424 12.499  0.22
H -3.238 -28.022 11.823  0.32
H -3.762 -26.623 10.761  0.28
C -18.575 -16.120 7.519  -0.75
O -18.267 -16.628 8.743  -0.29
C -18.206 -15.674 9.863  -0.62
C -17.312 -16.224 11.085  -0.41
O -17.943 -15.809 12.250  -0.29
C -17.085 -16.110 13.396  -0.75
H -17.887 -15.304 7.294  0.33
H -19.439 -15.456 7.525  0.32
H -18.643 -16.856 6.718  0.25
H -19.207 -15.299 10.079  0.42
H -17.775 -14.696 9.654  0.30
H -16.336 -15.743 11.024  0.27
H -17.089 -17.284 10.962  0.37
H -16.063 -15.739 13.323  0.32
H -16.997 -17.168 13.643  0.30
H -17.466 -15.551 14.251  0.27
C -18.658 -32.948 16.051  -0.65
O -17.909 -33.866 16.866  -0.38
C -17.692 -33.475 18.182  -0.47
C -16.600 -32.455 18.344  -0.58
O -16.991 -31.065 18.403  -0.33
C -15.924 -30.243 18.007  -0.74
H -19.721 -33.066 16.263  0.26
H -18.413 -33.188 15.017  0.27
H -18.419 -31.887 16.121  0.27
H -17.549 -34.464 18.617  0.32
H -18.597 -33.012 18.578  0.31
H -15.786 -32.812 17.712  0.39
H -16.128 -32.574 19.319  0.45
H -15.792 -30.338 16.929  0.33
H -15.009 -30.281 18.598  0.29
H -16.290 -29.225 18.136  0.26

Output
LUMO energy in hartree: 0.028
E_HOMO in eV: -7.40
ΔE to the lowest compared entry with this formula, charge and spin in kcal/mol: 172.44
Orbital gap in eV: 8.2
2S+1: 1
Charge: -1

No. 3
DFT (ωB97M-V/def2-TZVPD) results for C55H50CaFN4O4 as an isolated structure.

Last column: Mulliken charge in e.
Cartesian coordinates (Å):
Ca 0.494 0.208 0.875  2.25
C 1.630 -2.590 1.448  0.14
N 0.730 -1.816 2.348  1.48
C -0.666 -2.316 2.253  -0.04
C -1.703 -1.339 2.795  -0.77
C -2.700 -1.744 3.667  -0.78
C -3.666 -0.823 4.046  -0.73
C -3.590 0.469 3.559  -1.01
C -2.546 0.792 2.706  -0.72
N -1.634 -0.093 2.322  1.55
C 1.162 -1.822 3.740  -1.33
C 2.326 -0.937 4.132  0.23
C 2.881 -1.109 5.403  -1.09
C 3.892 -0.260 5.800  -0.49
C 4.324 0.731 4.930  -0.93
C 3.713 0.817 3.691  -0.45
N 2.741 -0.001 3.301  0.84
C 2.923 -1.881 1.027  0.14
C 4.149 -2.511 1.141  -0.72
C 5.288 -1.856 0.693  -0.87
C 5.170 -0.598 0.139  -0.72
C 3.898 -0.044 0.048  -0.99
N 2.812 -0.661 0.480  1.17
H 1.078 -2.749 0.516  -1.07
H 1.855 -3.569 1.893  0.61
H -0.773 -3.304 2.723  0.50
H -0.881 -2.425 1.184  -0.44
H -2.718 -2.761 4.036  0.51
H -4.462 -1.108 4.723  0.42
H -4.309 1.227 3.838  0.52
H -2.413 1.799 2.324  0.41
H 1.394 -2.855 4.052  0.38
H 0.307 -1.498 4.340  0.53
H 2.511 -1.889 6.057  0.49
H 4.339 -0.361 6.782  0.41
H 5.106 1.428 5.201  0.42
H 3.998 1.589 2.983  0.40
H 4.206 -3.498 1.583  0.52
H 6.259 -2.329 0.779  0.42
H 6.026 -0.049 -0.229  0.49
H 3.742 0.930 -0.405  0.30
C 2.403 -0.189 -4.683  -1.87
C 1.739 -0.709 -3.422  1.40
C 2.575 -1.727 -2.679  -1.33
O 0.499 -1.305 -3.784  -0.43
C -0.563 -0.753 -2.989  -0.01
C 0.037 0.671 -2.818  -1.74
O 1.411 0.371 -2.566  -0.20
C -0.377 1.817 -1.855  1.53
O -0.109 1.530 -0.559  -1.72
C 0.495 3.028 -2.309  0.58
C 1.556 3.438 -1.513  -0.13
C 2.375 4.492 -1.899  -1.44
C 2.146 5.157 -3.097  -0.65
C 1.084 4.760 -3.897  -1.09
C 0.268 3.709 -3.500  -0.31
C -1.843 2.231 -2.036  -0.36
C -2.408 3.000 -1.021  -0.13
C -3.721 3.429 -1.106  -0.79
C -4.503 3.089 -2.206  -0.64
C -3.949 2.330 -3.222  -0.97
C -2.623 1.912 -3.140  0.52
C -0.961 -1.685 -1.793  0.97
O -0.206 -1.520 -0.660  0.42
C -2.480 -1.428 -1.515  0.15
C -3.517 -2.130 -2.132  0.00
C -4.850 -1.848 -1.857  -1.00
C -5.181 -0.851 -0.951  -0.99
C -4.162 -0.136 -0.337  -0.62
C -2.837 -0.424 -0.626  0.17
C -0.863 -3.163 -2.271  0.27
C -0.658 -4.137 -1.300  -0.12
C -0.608 -5.488 -1.619  -1.12
C -0.759 -5.900 -2.935  -0.67
C -0.967 -4.943 -3.919  -1.00
C -1.016 -3.595 -3.589  -0.03
H 2.561 -1.000 -5.397  0.40
H 3.369 0.256 -4.440  0.32
H 1.776 0.569 -5.153  0.33
H 2.755 -2.584 -3.332  0.46
H 2.016 -2.049 -1.801  -0.07
H 3.538 -1.310 -2.381  0.30
H -1.419 -0.696 -3.667  1.03
H -0.038 1.094 -3.833  0.73
H 1.721 2.932 -0.571  0.58
H 3.191 4.799 -1.256  0.44
H 2.781 5.982 -3.397  0.40
H 0.883 5.277 -4.828  0.41
H -0.568 3.423 -4.129  0.40
H -1.800 3.233 -0.154  0.32
H -4.143 4.025 -0.304  0.43
H -5.536 3.410 -2.263  0.38
H -4.549 2.046 -4.078  0.41
H -2.218 1.314 -3.946  0.30
H -3.299 -2.925 -2.832  0.43
H -5.629 -2.418 -2.349  0.39
H -6.218 -0.626 -0.731  0.40
H -4.399 0.666 0.351  0.54
H -2.046 0.160 -0.183  -0.46
H -0.539 -3.807 -0.278  0.51
H -0.449 -6.220 -0.835  0.43
H -0.713 -6.951 -3.192  0.37
H -1.084 -5.243 -4.954  0.43
H -1.171 -2.874 -4.378  0.42
F -1.352 5.199 5.084  -0.39
C -0.759 4.208 4.346  0.52
C -0.430 3.018 4.963  -1.00
C 0.165 2.025 4.182  -0.14
C 0.452 2.113 2.805  0.39
C 0.093 3.379 2.286  -0.12
C -0.500 4.420 3.011  -0.84
H -0.640 2.883 6.018  0.42
H 0.402 1.099 4.721  0.09
H 0.241 3.581 1.225  -0.03
H -0.763 5.367 2.554  0.44

Output
LUMO energy in hartree: 0.082
E_HOMO in eV: -4.14
ΔE to the lowest compared entry with this formula, charge and spin in kcal/mol: 13.46
Orbital gap in eV: 6.4
2S+1: 1
Charge: -1

No. 4
DFT (ωB97M-V/def2-TZVPD) results for C4H5BaO2 as an isolated structure.

Last column: Mulliken spin population.
Cartesian coordinates (Å):
O 1.896 1.940 0.332  -0.02
C 0.677 3.493 0.353  0.01
C 0.677 2.133 0.539  0.01
H 0.944 4.109 1.223  0.00
H -0.090 1.284 0.592  0.00
H -1.453 -1.263 0.952  0.00
H -2.123 -1.045 -1.536  0.00
C -1.468 -1.802 -1.106  -0.01
C -0.855 -1.558 0.075  -0.01
O 0.240 -2.257 0.329  -0.17
Ba 2.759 -2.384 -0.013  1.18
H -1.203 -2.651 -1.740  0.01

Output
LUMO energy (alpha / beta) in hartree: -0.023 / -0.025
E_HOMO (alpha / beta) in eV: -4.94 / -7.25
ΔE to the lowest compared entry with this formula, charge and spin in kcal/mol: 83.51
Orbital gap (alpha / beta) in eV: 4.3 / 6.6
2S+1: 2